Version A
Below is a structure of composition C4H10O, with properties calculated with ωB97M-V with the def2-TZVPD basis set.

- HOMO-LUMO gap: 8.312 eV

Last column: Löwdin charge in e.
Element x y z (Å)
H -1.004 -1.849 0.871  0.117
O -0.672 -0.940 0.829  -0.182
H 0.657 0.231 1.835  0.090
C -0.497 1.232 -1.350  -0.128
H -0.098 -1.049 2.821  0.089
C 0.225 -1.225 -0.798  -0.014
H -0.101 2.199 -1.686  0.064
H -1.030 1.396 -0.406  0.061
H -0.742 -1.408 -1.318  0.025
H 1.109 0.008 -2.141  0.109
C 0.605 0.183 -1.174  -0.376
H -1.234 0.893 -2.090  0.069
C 0.332 -0.811 1.844  -0.097
H 1.174 -1.465 1.599  0.086
H 1.400 0.569 -0.518  0.087

=====

Version B
Below is an isolated molecule of C4H10O, with properties calculated with ωB97M-V with the def2-TZVPD basis set.

- SMILES string: COC(C)C
- HOMO-LUMO gap: 10.940 eV

Last column: Löwdin charge in e.
Element x y z (Å)
H -0.756 1.364 -1.253  0.090
H -1.717 -0.980 -1.160  0.087
C 2.018 -0.233 0.016  -0.124
H -1.301 -2.058 0.180  0.080
H -2.420 -0.691 0.455  0.081
O 0.772 -0.702 -0.418  -0.177
C -0.582 1.320 -0.164  -0.052
H -0.147 -0.172 1.356  0.138
H 2.229 0.817 -0.270  0.085
H 2.773 -0.876 -0.450  0.089
H -1.440 1.760 0.342  0.077
C -0.333 -0.136 0.270  -0.476
H 2.123 -0.321 1.110  0.090
C -1.521 -1.019 -0.078  -0.056
H 0.302 1.927 0.066  0.066

=====

Version C
Below is a cluster of 2 separate species, C4H10O in total, with properties calculated with ωB97M-V with the def2-TZVPD basis set.

- SMILES string: C/C=C\O.C
- HOMO-LUMO gap: 9.464 eV

Last column: Löwdin charge in e.
Element x y z (Å)
C 0.651 -0.833 -2.271  -0.067
H -0.097 -1.599 -2.435  0.015
H -1.991 -0.209 1.465  0.096
H 0.874 -0.371 -3.226  0.012
H -0.421 1.455 2.916  0.076
H -1.405 2.279 1.694  0.068
C -1.016 0.221 1.262  -0.161
H 0.304 1.917 1.372  0.072
H 0.008 -0.105 -1.634  0.065
H -0.497 -1.501 0.178  0.116
H 1.646 -1.363 -2.121  0.059
O 1.142 -0.182 0.518  -0.028
C -0.613 1.541 1.840  -0.100
H 1.584 -0.705 -0.154  0.056
C -0.170 -0.546 0.595  -0.279

=====

Energies relative to the most stable structure are version A 0.1382; version B 0.0000; version C 0.0418, reported in hartree.

=====

Version A
Below is a cluster of 2 separate species, C4H10O in total, with properties calculated with ωB97M-V with the def2-TZVPD basis set.

- SMILES string: C=CCC.O
- HOMO-LUMO gap: 10.234 eV

Last column: Löwdin charge in e.
Element x y z (Å)
H -1.279 1.537 0.691  0.108
C -1.956 -0.189 -0.391  -0.115
C 1.564 0.490 0.703  -0.032
H -1.596 -0.931 -1.114  0.070
H -0.414 1.266 -0.813  0.108
H 1.153 -1.173 -0.284  -0.001
O 2.017 -1.397 -0.691  -0.089
C 0.282 0.152 0.864  -0.226
H 2.035 -0.865 -1.495  0.043
H -2.390 -0.732 0.456  0.071
H 1.886 1.152 -0.101  0.080
H -2.763 0.380 -0.868  0.070
H 2.366 0.101 1.322  0.076
C -0.840 0.755 0.061  -0.274
H 0.016 -0.501 1.696  0.113

=====

Version B
Below is an isolated molecule of C4H10O, with properties calculated with ωB97M-V with the def2-TZVPD basis set.

- SMILES string: COC(C)C
- HOMO-LUMO gap: 10.928 eV

Last column: Löwdin charge in e.
Element x y z (Å)
H 0.145 2.604 -1.102  0.089
H 0.141 -1.411 -1.393  0.094
H -0.932 -2.221 -0.164  0.081
H 1.656 -1.368 0.754  0.094
C -0.383 1.687 -0.832  -0.114
O 0.501 0.788 -0.214  -0.171
C -0.165 -0.268 0.388  -0.521
H 1.232 -0.129 2.061  0.081
H -1.252 1.910 -0.173  0.097
H -1.045 0.134 0.953  0.142
C 0.854 -0.893 1.376  -0.040
C -0.638 -1.273 -0.631  -0.063
H -1.565 -0.859 -1.114  0.086
H 0.423 -1.765 1.844  0.065
H -0.818 1.282 -1.753  0.080

=====

Version C
Below is an isolated molecule of C4H10O, with properties calculated with ωB97M-V with the def2-TZVPD basis set.

- SMILES string: CCOCC
- HOMO-LUMO gap: 10.780 eV

Last column: Löwdin charge in e.
Element x y z (Å)
H -2.405 1.292 -0.115  0.073
H 1.885 1.362 0.969  0.076
H 0.926 -1.004 0.856  0.119
C 2.261 0.598 0.278  -0.080
C 1.191 -0.438 -0.057  -0.286
C -2.238 0.272 0.246  -0.081
H -1.980 0.325 1.310  0.072
C -1.175 -0.465 -0.575  -0.282
H -1.540 -0.580 -1.607  0.115
O 0.062 0.230 -0.598  -0.174
H -1.032 -1.477 -0.169  0.111
H 1.548 -1.126 -0.834  0.117
H 3.142 0.145 0.753  0.075
H -3.202 -0.246 0.169  0.072
H 2.564 1.095 -0.647  0.073

=====

Energies relative to the most stable structure are version A 0.0266; version B 0.0025; version C 0.0000, reported in hartree.

=====

Version A
Below is a cluster of 2 separate species, C4H10O in total, with properties calculated with ωB97M-V with the def2-TZVPD basis set.

- SMILES string: C=O.CCC
- HOMO-LUMO gap: 10.601 eV

Last column: Löwdin charge in e.
Element x y z (Å)
H 2.193 0.948 -1.134  0.088
H 2.563 -1.444 0.054  0.080
H 0.230 1.117 -2.564  0.063
H 1.617 0.561 -3.299  0.074
H 0.169 -0.702 -2.848  0.078
H 0.955 -0.048 -0.391  0.095
H 2.012 -2.019 -1.574  0.050
C 0.818 0.175 -2.619  -0.121
C 1.621 0.032 -1.287  -0.341
C -4.620 0.958 4.499  -0.048
H -4.715 1.953 4.089  0.070
H 3.461 -1.017 -1.485  0.064
O -3.810 0.020 4.120  -0.083
C 2.482 -1.224 -1.038  -0.129
H -4.975 0.690 5.477  0.061

=====

Version B
Below is a cluster of 2 separate species, C4H10O in total, with properties calculated with ωB97M-V with the def2-TZVPD basis set.

- HOMO-LUMO gap: 9.448 eV

Last column: Löwdin charge in e.
Element x y z (Å)
H -0.385 -0.803 -2.372  0.015
O 1.340 2.013 1.097  0.012
H 2.307 1.986 1.034  0.101
H -0.813 -1.278 0.891  0.067
H 1.280 -0.871 -3.005  0.016
H 1.002 -0.757 -1.241  -0.026
C 0.627 -1.174 -2.182  -0.055
H -2.269 -0.398 1.406  0.070
C -1.175 -0.397 1.429  -0.120
H -0.861 -0.490 2.474  0.072
C -0.616 0.883 0.803  -0.290
H -0.990 1.788 1.304  0.104
H -0.936 0.932 -0.251  0.110
H 0.605 -2.265 -2.121  0.017
C 0.885 0.831 0.733  -0.092

=====

Energies relative to the most stable structure are version A 0.0000; version B 0.0159, reported in hartree.

=====

Version A
Below is a cluster of 2 separate species, C4H10O in total, with properties calculated with ωB97M-V with the def2-TZVPD basis set.

- SMILES string: C=O.CCC
- HOMO-LUMO gap: 10.789 eV

Last column: Löwdin charge in e.
Element x y z (Å)
H 0.735 -2.749 1.162  0.078
C -0.226 0.933 0.350  -0.158
H 1.418 1.671 -2.226  0.021
H -0.046 -1.909 -0.262  0.070
H -0.040 0.210 -0.316  -0.007
C -0.203 -2.502 0.665  -0.132
H 1.758 3.002 -1.281  0.055
H -0.860 2.529 -0.754  0.081
O -1.265 -3.094 0.721  -0.009
H 2.093 1.302 -0.965  0.068
C 0.049 2.224 -0.310  -0.264
H 0.243 3.143 0.194  0.085
H -1.286 0.889 0.911  0.135
H 0.418 0.659 1.152  0.060
C 1.328 2.013 -1.270  -0.083

=====

Version B
Below is a cluster of 2 separate species, C4H10O in total, with properties calculated with ωB97M-V with the def2-TZVPD basis set.

- SMILES string: C=CC.CO
- HOMO-LUMO gap: 10.497 eV

Last column: Löwdin charge in e.
Element x y z (Å)
H 1.715 1.171 2.127  0.047
C 1.696 -0.334 0.646  -0.245
C 1.483 0.891 1.112  -0.032
H -3.324 0.854 -1.274  0.051
H 0.688 -0.487 -1.231  0.064
H -2.320 -1.114 0.221  0.079
H -1.244 0.382 0.133  0.048
H 2.387 -0.088 -1.378  0.073
H 1.005 1.596 0.446  0.055
C 1.681 -0.703 -0.826  -0.105
C -2.252 -0.043 0.102  -0.124
H 1.921 -1.759 -0.909  0.064
H -2.794 0.586 0.805  0.078
H 2.006 -1.144 1.300  0.085
O -2.647 0.190 -1.273  -0.138

=====

Version C
Below is a structure of composition C4H10O, with properties calculated with ωB97M-V with the def2-TZVPD basis set.

- HOMO-LUMO gap: 9.867 eV

Last column: Löwdin charge in e.
Element x y z (Å)
H -0.424 0.961 1.863  0.094
H 1.116 -2.120 0.439  0.080
H -0.983 0.263 0.236  0.103
H 2.654 -1.232 0.383  0.087
C 1.612 -1.226 0.049  -0.014
H -0.346 -0.876 1.991  0.078
H -0.169 1.133 -0.615  0.062
C 0.899 0.026 0.482  -0.524
H 1.613 -1.253 -1.045  0.088
C -1.484 0.803 -1.013  -0.107
H -1.085 0.697 -2.031  0.047
H -2.024 1.749 -0.934  0.038
C -0.153 0.014 1.397  -0.031
O 0.996 1.063 -0.277  -0.043
H -2.222 -0.004 -0.926  0.043

=====

Energies relative to the most stable structure are version A 0.0427; version B 0.0000; version C 0.0569, reported in hartree.

=====

Version A
Below is a cluster of 2 separate species, C4H10O in total, with properties calculated with ωB97M-V with the def2-TZVPD basis set.

- HOMO-LUMO gap (alpha / beta): 8.360 / 8.361 eV

Last column: Löwdin charge in e.
Element x y z (Å)
H -0.476 -0.993 -0.931  0.128
C -0.277 -0.760 0.114  -0.263
H -0.237 1.319 -0.457  0.035
O -1.116 0.018 0.724  -0.122
H -2.221 1.707 0.624  0.071
H 1.568 -1.711 0.565  0.083
H 0.552 -1.349 1.981  0.089
C 1.022 1.034 -0.777  -0.094
H 1.209 2.079 -1.064  0.025
H -2.083 0.770 -0.943  0.080
H 1.759 0.786 -0.007  0.020
C -1.599 1.077 -0.010  -0.115
C 0.538 -1.689 0.942  -0.044
H 1.209 0.428 -1.668  0.024
H 0.153 -2.716 0.907  0.082

=====

Version B
Below is a cluster of 2 separate species, C4H10O in total, with properties calculated with ωB97M-V with the def2-TZVPD basis set.

- SMILES string: C=CC.CO
- HOMO-LUMO gap: 9.252 eV

Last column: Löwdin charge in e.
Element x y z (Å)
H 1.440 -1.518 0.551  0.079
H 2.355 -3.085 0.371  0.071
H 3.143 -1.502 0.482  0.074
H 1.266 -1.937 -1.587  0.063
C -1.634 1.464 -0.242  -0.255
H -0.469 1.399 1.643  0.070
H 0.074 2.429 0.516  0.086
C 2.292 -2.046 0.074  -0.171
H -2.749 -0.276 0.305  0.049
C -2.121 0.214 -0.437  -0.024
H -1.428 2.957 1.243  0.075
O 2.181 -1.895 -1.324  -0.118
C -0.906 2.052 0.890  -0.128
H -1.667 2.043 -1.158  0.086
H -1.776 -0.298 -1.328  0.044

=====

Energies relative to the most stable structure are version A 0.0595; version B 0.0000, reported in hartree.

=====

Version A
Below is a structure of composition C4H10O, with properties calculated with ωB97M-V with the def2-TZVPD basis set.

- HOMO-LUMO gap: 9.156 eV

Last column: Löwdin charge in e.
Element x y z (Å)
C -2.063 0.034 0.579  -0.138
C -0.761 0.579 0.287  -0.337
H -1.480 1.807 1.340  0.114
H 2.808 -1.196 -0.550  0.080
H 1.291 -1.933 -1.115  0.082
O -0.209 0.280 -0.894  -0.077
H 1.489 0.414 -1.979  0.121
H -2.193 -1.016 0.264  0.062
H 1.636 1.023 -0.318  0.121
H -2.950 0.604 0.322  0.050
H -1.954 0.954 1.651  0.072
C 1.716 -1.145 -0.485  -0.070
H 1.425 -1.338 0.553  0.079
H -0.029 0.792 1.060  0.081
C 1.222 0.217 -0.938  -0.240

=====

Version B
Below is an isolated molecule of C4H10O, with properties calculated with ωB97M-V with the def2-TZVPD basis set.

- SMILES string: CC[C@@H](C)O
- HOMO-LUMO gap: 11.237 eV

Last column: Löwdin charge in e.
Element x y z (Å)
H 2.220 0.553 -1.033  0.073
C -0.505 0.361 -0.173  -0.473
H 0.605 -1.375 -0.754  0.114
C -1.843 -0.371 -0.121  -0.061
H -1.948 -1.050 -0.970  0.081
H -1.944 -0.940 0.811  0.086
H 2.155 0.849 0.712  0.071
C 2.050 0.079 -0.059  -0.106
H -1.344 1.690 0.957  0.085
H 0.562 -1.079 0.990  0.116
C 0.677 -0.591 0.013  -0.227
H -0.402 0.853 -1.156  0.140
H 2.847 -0.658 0.093  0.069
H -2.682 0.337 -0.160  0.078
O -0.449 1.343 0.851  -0.045

=====

Version C
Below is a cluster of 2 separate species, C4H10O in total, with properties calculated with ωB97M-V with the def2-TZVPD basis set.

- SMILES string: C=C(C)C.O
- HOMO-LUMO gap: 10.171 eV

Last column: Löwdin charge in e.
Element x y z (Å)
H 0.444 2.468 1.489  0.079
H -1.804 -0.306 -0.116  0.070
H -0.852 3.170 0.556  0.075
H -0.059 -0.161 -1.634  0.054
H -1.554 0.400 1.462  0.079
C 0.052 2.567 0.476  -0.075
O 1.925 -5.382 0.379  -0.061
H 2.361 -4.736 -0.187  0.032
H 0.742 3.094 -0.173  0.071
H 1.473 -5.966 -0.237  0.029
C 0.384 0.635 -1.051  0.020
H 1.281 1.087 -1.454  0.056
C -1.619 0.637 0.403  -0.079
H -2.462 1.279 0.162  0.078
C -0.312 1.213 -0.076  -0.428

=====

Energies relative to the most stable structure are version A 0.1925; version B 0.0000; version C 0.0265, reported in hartree.

=====

Version A
Below is a cluster of 3 separate species, C2H3F3O in total, with properties calculated with ωB97M-V with the def2-TZVPD basis set.

- HOMO-LUMO gap (alpha / beta): 8.404 / 8.406 eV

Last column: Löwdin charge in e.
Element x y z (Å)
F 2.396 0.233 1.054  -0.489
H 0.558 0.643 0.487  0.101
F -1.062 -0.788 0.121  -0.030
H 0.698 -1.596 -1.401  0.154
C -0.506 0.488 0.094  -0.228
C 1.511 -0.910 -1.218  0.186
H -1.290 1.254 0.593  0.170
F -0.284 0.614 -1.239  -0.035
O 2.363 -0.258 -0.794  0.170

=====

Version B
Below is an isolated molecule of C2H3F3O, with properties calculated with ωB97M-V with the def2-TZVPD basis set.

- SMILES string: CC(F)(F)OF
- HOMO-LUMO gap: 12.249 eV

Last column: Löwdin charge in e.
Element x y z (Å)
O 1.444 1.639 1.205  -0.015
C 1.579 0.428 0.146  -0.551
F 2.341 -0.504 0.706  0.142
H 0.083 -0.695 -0.872  0.101
H -0.239 -0.395 0.852  0.100
H -0.427 0.922 -0.323  0.101
F 2.711 2.134 1.460  -0.064
F 2.206 0.890 -0.921  0.150
C 0.148 0.034 -0.068  0.036

=====

Energies relative to the most stable structure are version A 0.0716; version B 0.0000, reported in hartree.

=====

Version A
Below is a cluster of 2 separate species, C4H5N2 in total, with properties calculated with ωB97M-V with the def2-TZVPD basis set.

- Charge: +1
- HOMO-LUMO gap (alpha / beta): 6.475 / 9.627 eV

Last column: Löwdin charge in e.
Element x y z (Å)
C -0.210 0.642 -1.464  -0.249
N 1.326 -0.656 1.897  0.202
C -0.266 0.068 -0.111  0.207
H 1.112 -1.945 3.373  0.149
H 0.938 2.092 -1.916  0.112
N 0.166 1.596 -2.235  0.210
C -0.946 -0.517 -1.140  0.093
C 0.601 -1.310 2.572  -0.123
H -0.410 -1.494 2.678  0.075
H -0.315 1.968 -3.118  0.199
H -1.721 -1.149 -1.565  0.125

=====

Version B
Below is the ion C4H5N2 with charge +1, with properties calculated with ωB97M-V with the def2-TZVPD basis set.

- Charge: +1
- HOMO-LUMO gap (alpha / beta): 7.147 / 7.144 eV

Last column: Löwdin charge in e.
Element x y z (Å)
H -2.430 1.738 -0.045  0.097
H 0.519 -2.443 0.014  0.119
C -1.470 0.057 -0.136  -0.379
C 1.939 0.620 0.151  0.151
C 1.194 -0.434 0.152  0.183
C 0.211 -1.467 0.102  -0.078
H -1.872 -0.354 -1.240  0.255
N -0.944 -1.069 0.122  0.156
H 2.060 1.244 1.062  0.140
N -1.850 1.056 0.419  0.214
H 2.643 1.053 -0.603  0.144

=====

Version C
Below is a structure of composition C4H5N2, with properties calculated with ωB97M-V with the def2-TZVPD basis set.

- Charge: +1
- HOMO-LUMO gap: 7.958 eV

Last column: Löwdin charge in e.
Element x y z (Å)
H -0.197 -1.821 -0.091  0.164
C 0.501 -0.971 0.050  -0.025
C -1.733 0.816 -0.013  0.250
N 0.006 0.291 0.099  -0.080
H -1.608 1.398 -0.823  0.043
N 0.913 1.273 0.042  0.160
H 2.635 -1.547 0.150  0.091
H -2.113 1.117 0.862  0.041
C 1.897 -0.879 -0.004  0.070
H -2.187 -0.179 -0.230  0.104
C 1.886 0.503 -0.042  0.181

=====

Energies relative to the most stable structure are version A 0.0308; version B 0.0000; version C 0.0149, reported in hartree.